{
  "formula": "C19H24N2O5S",
  "method": "ωB97M-V with the def2-TZVPD basis set",
  "symbols": ["C", "C", "O", "C", "C", "C", "C", "S", "O", "O", "N", "C", "C", "C", "C", "O", "N", "C", "C", "C", "C", "C", "O", "C", "C", "C", "C", "H", "H", "H", "H", "H", "H", "H", "H", "H", "H", "H", "H", "H", "H", "H", "H", "H", "H", "H", "H", "H", "H", "H", "H"],
  "positions_angstrom": [[-0.68, -0.32, -7.72], [0.27, -1.51, -7.58], [1.34, -1.25, -6.70], [1.15, -1.28, -5.36], [2.27, -0.94, -4.59], [2.20, -0.94, -3.22], [1.01, -1.28, -2.59], [0.93, -1.27, -0.81], [2.04, -1.99, -0.27], [-0.39, -1.67, -0.41], [1.23, 0.36, -0.51], [0.17, 1.25, -0.95], [-0.98, 1.33, 0.05], [-0.45, 1.71, 1.44], [-1.60, 1.75, 2.44], [-2.72, 1.35, 2.22], [-1.25, 2.32, 3.63], [-2.14, 2.29, 4.78], [-1.56, 1.50, 5.90], [-1.18, 1.86, 7.16], [-0.68, 0.68, 7.77], [-0.78, -0.30, 6.83], [-1.31, 0.19, 5.70], [0.59, 0.67, 1.85], [1.72, 0.64, 0.82], [-0.10, -1.62, -3.34], [-0.04, -1.62, -4.72], [-0.13, 0.55, -8.06], [-1.15, -0.08, -6.77], [-1.45, -0.55, -8.45], [0.75, -1.71, -8.54], [-0.28, -2.41, -7.28], [3.18, -0.68, -5.11], [3.05, -0.69, -2.61], [0.62, 2.24, -1.09], [-0.18, 0.88, -1.91], [-1.48, 0.37, 0.11], [-1.71, 2.07, -0.29], [0.02, 2.70, 1.40], [-0.30, 2.58, 3.79], [-3.07, 1.84, 4.42], [-2.34, 3.31, 5.12], [-1.26, 2.83, 7.60], [-0.30, 0.58, 8.76], [-0.53, -1.34, 6.85], [0.12, -0.32, 1.89], [1.01, 0.89, 2.84], [2.24, 1.60, 0.79], [2.44, -0.15, 1.06], [-1.01, -1.89, -2.82], [-0.92, -1.90, -5.28]],
  "e_homo_ev": -8.6365,
  "multiplicity": 1,
  "charge": 0,
  "relative_energy_ev": 2.820,
  "e_lumo_ev": 0.696,
  "smiles": "CCOc1ccc(S(=O)(=O)N2CCC(C(=O)NCc3ccco3)CC2)cc1"
}